1.
Entry from the Open Molecules 2025 dataset: a single C16H22N2O4S molecule (wB97M-V/def2-TZVPD).

Structure (SMILES): CCS(=O)(=O)N1CCC(C(=O)Nc2cccc(C(C)=O)c2)CC1
E_HOMO: -8.9 eV
Energy relative to the best compared isomer or geometry (same formula, charge and spin): 1.837 eV
Net charge: 0
Lowest unoccupied orbital energy: 0.00754 hartree
Largest force on an atom: 0.96 eV/Å
Kohn-Sham gap: 9.14 eV

Each line ends with the natural charge from an NBO analysis.
Atoms and positions in Å:
C  -0.171  5.141  -0.214  -0.6287
C  0.912  5.390  0.808  -0.6389
S  0.499  4.475  2.321  2.3161
O  -0.825  4.837  2.735  -0.9487
O  1.577  4.631  3.258  -0.9432
N  0.452  2.904  1.745  -0.7035
C  1.693  2.168  1.803  -0.2208
C  1.661  1.049  0.765  -0.3921
C  0.455  0.138  1.003  -0.3141
C  0.337  -0.891  -0.118  0.7012
O  0.745  -0.686  -1.239  -0.6104
N  -0.308  -2.026  0.276  -0.6236
C  -0.644  -3.157  -0.478  0.2267
C  -1.319  -4.191  0.170  -0.2482
C  -1.675  -5.333  -0.524  -0.1990
C  -1.363  -5.453  -1.865  -0.1702
C  -0.688  -4.426  -2.524  -0.1470
C  -0.379  -4.615  -3.969  0.5762
C  0.342  -3.492  -4.668  -0.7188
O  -0.697  -5.628  -4.550  -0.5340
C  -0.329  -3.277  -1.826  -0.2428
C  -0.828  0.984  1.022  -0.3962
C  -0.700  2.095  2.062  -0.2219
H  -1.134  5.401  0.218  0.2311
H  -0.010  5.737  -1.109  0.2221
H  -0.188  4.089  -0.488  0.2202
H  1.888  5.038  0.490  0.2305
H  0.975  6.434  1.102  0.2445
H  1.848  1.747  2.807  0.1849
H  2.506  2.866  1.605  0.2225
H  2.583  0.469  0.818  0.2205
H  1.583  1.473  -0.237  0.2263
H  0.568  -0.368  1.968  0.2032
H  -0.601  -2.072  1.242  0.3963
H  -1.564  -4.097  1.219  0.2057
H  -2.197  -6.128  -0.014  0.2188
H  -1.631  -6.336  -2.424  0.2376
H  -0.244  -2.577  -4.613  0.2341
H  1.304  -3.312  -4.194  0.2344
H  0.498  -3.759  -5.710  0.2382
H  0.193  -2.469  -2.307  0.2576
H  -0.972  1.427  0.036  0.2177
H  -1.696  0.364  1.252  0.2142
H  -0.607  1.655  3.067  0.1768
H  -1.569  2.752  2.053  0.2445

2.
Entry from the Open Molecules 2025 dataset: a molecular structure, C10H10Br2DyF4O5 (wB97M-V/def2-TZVPD).

E_HOMO (spin up / spin down): -17.3 / -17.3 eV
Net charge: +3
Lowest unoccupied orbital energy (spin up / spin down): -0.47289 / -0.44947 hartree
<S²>: 9.77
Largest force on an atom: 4.55 eV/Å
Kohn-Sham gap (spin up / spin down): 4.48 / 5.12 eV
2S+1: 6

Each line ends with the Mulliken spin population.
Atoms and positions in Å:
C  -3.197  1.638  -1.067  -0.0449
C  -2.645  2.920  -0.461  0.0163
O  -3.492  3.714  -0.006  -0.9161
O  -1.415  3.301  -0.397  -0.0356
C  -0.391  2.249  -0.517  0.0000
C  -0.400  1.230  0.658  -0.0025
C  1.012  0.834  1.186  0.0008
Br  1.922  2.467  1.838  -0.0001
C  0.804  -0.080  2.459  -0.0001
C  1.867  -1.182  2.635  0.0001
O  3.000  -1.087  2.421  -0.0003
Br  1.173  -2.896  3.347  0.0001
O  1.912  0.281  0.185  0.0021
C  1.377  -0.572  -0.722  0.0175
O  1.240  -0.220  -1.844  0.0220
C  0.981  -2.055  -0.422  0.0199
F  -0.097  -2.172  0.349  0.0012
F  2.062  -2.701  0.084  -0.0149
C  0.640  -2.861  -1.731  -0.0717
F  1.834  -2.887  -2.638  0.8560
F  -0.419  -2.425  -2.353  0.0147
H  -2.551  1.233  -1.863  -0.0139
H  -3.195  0.884  -0.246  0.0041
H  -4.247  1.720  -1.401  -0.0057
H  -0.510  1.790  -1.518  0.0008
H  0.576  2.786  -0.562  -0.0034
H  -0.909  1.731  1.512  -0.0003
H  -1.028  0.335  0.448  0.0006
H  -0.197  -0.548  2.406  0.0000
H  0.818  0.596  3.337  0.0000
H  0.466  -3.928  -1.473  -0.1156
Dy  3.009  -4.095  -3.643  5.2689

3.
Entry from the Open Molecules 2025 dataset: a single C4H10N6O4 molecule (wB97M-V/def2-TZVPD).

Structure (SMILES): O=[N+]([O-])N1CCCCNNN1[N+](=O)[O-]
E_HOMO: -9.4 eV
Energy relative to the best compared isomer or geometry (same formula, charge and spin): 9.825 eV
Net charge: 0
Lowest unoccupied orbital energy: 0.01864 hartree
Largest force on an atom: 6.79 eV/Å
Kohn-Sham gap: 9.87 eV

Each line ends with the natural charge from an NBO analysis.
Atoms and positions in Å:
O  -2.602  2.465  0.196  -0.3674
N  -2.510  1.298  0.408  0.6596
O  -3.320  0.539  0.879  -0.3796
N  -1.313  0.684  0.022  -0.1391
C  -0.207  1.423  -0.656  -0.2143
C  0.986  0.673  -1.196  -0.4381
C  2.107  0.376  -0.214  -0.4001
C  1.761  -0.874  0.714  -0.2090
N  0.661  -0.835  1.623  -0.5023
N  -0.682  -1.167  1.436  -0.2557
N  -1.210  -0.678  0.244  0.0076
N  -1.555  -1.490  -0.769  0.6328
O  -1.460  -2.683  -0.531  -0.4242
O  -1.938  -0.976  -1.787  -0.3875
H  0.292  2.059  -0.012  0.1991
H  -0.802  2.053  -1.496  0.2343
H  1.530  1.232  -1.884  0.2366
H  0.578  -0.163  -1.658  0.2110
H  3.123  0.056  -0.765  0.2195
H  2.194  1.146  0.511  0.1950
H  1.548  -1.732  -0.108  0.1731
H  2.613  -1.037  1.221  0.1935
H  0.923  -0.247  2.364  0.3647
H  -0.717  -2.124  1.457  0.3904

Number 1 is which compound? C16H22N2O4S

The highest largest force on an atom belongs to which entry? C4H10N6O4